Entry 1:
DFT (ωB97M-V/def2-TZVPD) results for 2 unconnected molecules or ions with the total composition C2H6OS2 in a non-equilibrium geometry.

As for the total energy: -951.382460 a.u. The calculation puts the molar mass at 110.20 g/mol. Its net charge is 0. The calculation puts the HOMO energy at -9.29 eV. As for the relative energy (zero: lowest compared OMol25 entry of this formula, charge and spin): 25.2 kJ/mol.

Positions of all 11 atoms, in Å:
C  0.50251  0.79420  1.57026
C  -0.47626  1.17963  0.50703
O  -1.64897  0.98594  0.73739
H  1.50372  1.20814  1.44071
H  0.64086  -0.28757  1.51890
H  0.06047  1.01095  2.53428
H  -0.25453  1.76375  -0.39861
S  0.10997  -1.06483  -2.81513
S  0.04631  -1.76327  -0.85392
H  0.78959  -2.06262  -3.39885
H  -1.27367  -1.76432  -0.84206

Results of the Löwdin charge analysis, in e, for atoms 1 through 6: -0.075 -0.362 0.004 0.076 0.042 0.083

***

Entry 2:
DFT (ωB97M-V/def2-TZVPD) results for a molecular structure, C27H42FeNP2S3Te in a non-equilibrium geometry.

As for the total energy: -4517.873301 a.u. The calculation puts the molar mass at 722.23 g/mol. Its net charge is -1. The calculation puts the HOMO energy at -3.91 eV. As for the relative energy (zero: lowest compared OMol25 entry of this formula, charge and spin): 56.4 kJ/mol.

Positions of all 77 atoms, in Å:
Fe  0.82909  -0.27965  -0.10586
C  1.26051  3.78588  0.67512
C  2.22332  3.21352  -0.36151
C  3.58770  2.92339  0.25356
P  1.49323  1.72108  -1.16849
C  2.49935  1.44770  -2.70201
C  3.21092  2.65979  -3.30503
C  1.66731  0.75355  -3.77850
C  -0.14842  2.26912  -1.69851
C  -0.41095  3.22939  -2.66683
C  -1.69004  3.43028  -3.15433
C  -2.70675  2.61434  -2.67632
C  -2.47055  1.67928  -1.68714
C  -1.19688  1.52096  -1.11668
N  -0.89253  0.60857  -0.08732
C  -1.83447  0.37321  0.90603
C  -3.02642  1.09864  1.12199
C  -3.92032  0.74508  2.11289
C  -3.69454  -0.33182  2.95827
C  -2.48800  -0.99947  2.82658
C  -1.56355  -0.64835  1.85291
P  0.11521  -1.31382  1.75447
C  -0.02031  -3.13700  1.93504
C  -0.89640  -3.73870  0.85081
C  1.37729  -3.76016  1.89830
C  0.97290  -0.74726  3.29005
C  0.62559  -1.48188  4.58430
C  0.77265  0.75503  3.45492
H  1.74928  4.59064  1.22889
H  0.94804  3.02742  1.39531
H  0.35761  4.18468  0.21350
H  2.33089  3.95314  -1.16426
H  3.51120  2.16081  1.02925
H  3.98790  3.83713  0.70047
H  4.31049  2.54902  -0.47129
H  3.25870  0.73680  -2.35097
H  2.49964  3.38346  -3.70857
H  3.83958  2.33095  -4.13659
H  3.85776  3.17715  -2.59806
H  0.96290  1.45242  -4.23291
H  1.11617  -0.09691  -3.37939
H  2.33381  0.37804  -4.55711
H  0.41308  3.81281  -3.06162
H  -1.88350  4.17286  -3.91688
H  -3.70644  2.69775  -3.08525
H  -3.28593  1.04610  -1.37296
H  -3.25525  1.97128  0.53249
H  -4.82224  1.33754  2.22458
H  -4.41455  -0.61754  3.71256
H  -2.24975  -1.81417  3.50117
H  -0.48625  -3.34305  2.90871
H  -0.52115  -3.46125  -0.13707
H  -1.93119  -3.40400  0.92892
H  -0.87208  -4.82894  0.93295
H  1.80443  -3.64564  0.90073
H  1.31353  -4.82531  2.13314
H  2.07234  -3.30101  2.60135
H  2.03005  -0.91135  3.05213
H  -0.40324  -1.27587  4.88720
H  1.27674  -1.13145  5.38936
H  0.75326  -2.56059  4.50806
H  -0.26598  0.99558  3.69260
H  1.03865  1.28170  2.53648
H  1.40646  1.13269  4.26017
S  4.64579  -2.36590  -1.25639
C  3.19214  -1.71761  -0.80702
S  2.91753  -0.60211  0.51001
S  1.62996  -2.00448  -1.50023
C  -4.07417  -3.56117  -1.09955
Te  -2.82392  -1.99713  -1.82278
C  -1.52254  -3.26861  -2.91801
H  -3.44841  -4.36541  -0.72127
H  -4.73825  -3.93353  -1.87322
H  -4.65831  -3.15940  -0.27626
H  -2.07726  -3.80028  -3.68555
H  -1.03381  -3.96130  -2.23935
H  -0.75863  -2.64666  -3.37419

Results of the Löwdin charge analysis, in e, for atoms 1 through 6: -0.278 -0.108 -0.533 -0.129 1.048 -0.514

***

Entry 3:
DFT (ωB97M-V/def2-TZVPD) results for 2 unconnected molecules or ions with the total composition C3H10NS2.

As for the total energy: -971.157092 a.u. The calculation puts the molar mass at 124.25 g/mol. Its net charge is +1. The calculation puts the HOMO energy at -12.81 eV. As for the relative energy (zero: lowest compared OMol25 entry of this formula, charge and spin): 98.3 kJ/mol.

Positions of all 16 atoms, in Å:
C  -1.43914  1.29456  2.14027
S  -1.67947  1.43759  0.34279
S  0.13441  2.26225  -0.23229
H  -0.60410  0.63143  2.35133
H  -2.35811  0.87022  2.54227
H  -1.25433  2.26514  2.58900
H  -0.16949  3.56131  -0.05368
C  0.27530  -1.80322  -0.20579
C  1.53139  -1.16993  -2.18563
N  0.85304  -0.85623  -1.16200
H  -0.79957  -1.64957  -0.18235
H  0.68156  -1.58598  0.77855
H  0.50469  -2.81059  -0.53645
H  1.72134  -2.21343  -2.40335
H  1.90579  -0.37106  -2.81379
H  0.69669  0.13750  -0.96886

Results of the Löwdin charge analysis, in e, for atoms 1 through 6: -0.458 0.393 0.336 0.022 0.040 0.037

***

Entry 4:
DFT (ωB97M-V/def2-TZVPD) results for C2H6N2O2 in the gas phase in a non-equilibrium geometry.

As for the total energy: -339.566818 a.u. The calculation puts the molar mass at 90.08 g/mol. Its net charge is 0. The calculation puts the HOMO energy at -9.72 eV. As for the relative energy (zero: lowest compared OMol25 entry of this formula, charge and spin): 698.0 kJ/mol.

Positions of all 12 atoms, in Å:
C  1.18959  -0.64008  0.98156
O  0.06275  -0.00932  0.83659
N  -0.40029  -0.01449  -0.51264
C  -0.81164  1.27893  -0.89683
N  -1.16055  -1.03691  -0.89347
O  -1.23009  -1.97460  -0.07962
H  1.98756  0.00153  0.65662
H  1.61528  -0.61147  2.12118
H  1.32116  -1.57965  0.40642
H  -1.75846  1.44978  -0.11943
H  -0.84557  1.30564  -1.82588
H  0.03026  1.83065  -0.67451

Results of the Löwdin charge analysis, in e, for atoms 1 through 6: -0.201 -0.120 -0.209 0.000 -0.010 -0.036

***

Entry 5:
DFT (ωB97M-V/def2-TZVPD) results for 7 unconnected molecules or ions with the total composition C31H43F18I2NO17P in a non-equilibrium geometry.

As for the total energy: -5275.375308 a.u. The calculation puts the molar mass at 1328.42 g/mol. Its net charge is -1. The calculation puts the HOMO energy at -4.60 eV.

Positions of all 113 atoms, in Å:
C  -6.26532  -1.20097  2.52541
C  -4.70081  -1.09623  2.23912
N  -4.41717  -0.87464  0.80939
P  -4.91868  -2.17146  -0.24804
O  -6.57586  -1.85375  -0.52775
I  -4.89140  -4.37304  0.86171
C  -3.04454  -0.39862  0.53642
I  -1.66939  -2.05573  1.07876
O  -2.61586  0.68853  1.31530
C  -2.93907  1.96475  0.75244
C  -4.47407  2.24030  0.56304
C  -5.24340  2.52397  1.90368
O  -4.58342  3.45792  -0.22370
C  -2.89989  -0.22863  -1.03512
O  -3.72787  0.38188  -1.74723
O  -1.89226  -0.78616  -1.60766
H  -6.35894  -1.42186  3.62740
H  -6.78286  -0.23601  2.32294
H  -6.70313  -2.07940  2.00023
H  -4.25443  -2.02286  2.67815
H  -4.35413  -0.24815  2.89224
H  -6.55634  -0.91044  -0.79226
H  -2.60109  2.72713  1.51600
H  -2.34132  2.22364  -0.16657
H  -5.01503  1.44951  0.00029
H  -5.71944  3.53846  1.88522
H  -4.60510  2.41271  2.81297
H  -6.07194  1.77241  1.98407
H  -4.44222  3.23043  -1.15882
C  4.44482  -5.63105  3.60712
C  3.03463  -6.17380  3.48913
O  2.10780  -5.13632  3.12873
C  2.13658  -4.75275  1.84760
O  2.86564  -5.21150  1.01577
C  1.08987  -3.66968  1.58561
F  1.14824  -2.68362  2.49358
F  -0.16705  -4.18121  1.63079
F  1.24331  -3.10361  0.38998
H  4.47464  -4.79914  4.31052
H  5.12689  -6.40697  3.94187
H  4.80306  -5.24965  2.64969
H  2.70991  -6.55881  4.45649
H  2.97567  -7.00092  2.77822
C  8.80659  -0.52440  5.37088
C  9.16680  -1.25778  4.09405
O  9.08661  -2.68310  4.27104
C  7.85418  -3.19481  4.28706
O  6.84849  -2.55816  4.16450
C  7.90325  -4.71358  4.44947
F  8.70391  -5.09563  5.46159
F  8.36846  -5.31820  3.34252
F  6.69294  -5.23106  4.69367
H  9.43499  -0.86541  6.19648
H  8.93417  0.55111  5.24575
H  7.77234  -0.71442  5.66092
H  10.19912  -1.03524  3.82789
H  8.54427  -0.94390  3.25569
C  -4.40729  -1.05404  -4.61246
C  -5.12589  -1.53301  -5.85725
O  -6.31381  -2.28276  -5.52537
C  -7.36440  -1.56810  -5.12755
O  -7.38806  -0.37413  -5.03211
C  -8.55423  -2.48463  -4.83968
F  -8.22069  -3.52148  -4.05555
F  -9.06473  -3.00326  -5.97589
F  -9.55447  -1.84063  -4.22446
H  -4.18106  -1.89509  -3.95451
H  -3.47845  -0.54749  -4.87334
H  -5.02176  -0.36165  -4.03750
H  -4.47733  -2.21162  -6.41291
H  -5.37459  -0.70620  -6.52704
C  -3.38131  4.55834  -5.04559
C  -4.02403  4.12889  -6.34931
O  -3.03200  3.83854  -7.35188
C  -2.39101  2.67334  -7.21120
O  -2.58992  1.89119  -6.33150
C  -1.39183  2.46976  -8.35058
F  -0.61134  3.54957  -8.54234
F  -2.01775  2.22921  -9.51918
F  -0.57358  1.43669  -8.12902
H  -2.71404  5.40715  -5.21125
H  -4.14137  4.83897  -4.31614
H  -2.77629  3.75800  -4.61746
H  -4.63113  4.94503  -6.74265
H  -4.68684  3.27224  -6.21116
C  5.76682  -1.59140  -1.33123
C  7.02232  -1.31281  -2.13378
O  7.98227  -0.56320  -1.36236
C  8.65452  -1.25179  -0.44015
O  8.51606  -2.42018  -0.21991
C  9.65378  -0.34674  0.28139
F  9.09376  0.80095  0.70198
F  10.68227  -0.00340  -0.51494
F  10.18021  -0.93697  1.36349
H  5.34156  -0.65980  -0.95320
H  5.02270  -2.09941  -1.94444
H  5.97933  -2.21757  -0.46379
H  6.77232  -0.69734  -2.99814
H  7.47448  -2.23151  -2.51286
C  -0.14520  8.17296  2.84866
C  -0.17149  7.47334  4.19315
O  -0.89774  6.23622  4.12349
C  -0.25883  5.21641  3.53818
O  0.84688  5.27493  3.08542
C  -1.12741  3.95851  3.55768
F  -2.38161  4.19465  3.12211
F  -1.24231  3.45226  4.80018
F  -0.63372  2.98728  2.79386
H  -1.16087  8.32083  2.47638
H  0.35027  9.14122  2.92815
H  0.38272  7.57916  2.10161
H  -0.69373  8.09833  4.91831
H  0.83472  7.30214  4.58139

Results of the Löwdin charge analysis, in e, for atoms 1 through 6: -0.116 -0.353 -0.332 0.551 -0.389 0.349

***

- net charge of number 3 (C3H10NS2)?
  +1